[1]
Here is 10 unconnected molecules or ions with the total composition C13H44N10O13S from OMol25. Energies are from ωB97M-V/def2-TZVPD.

The calculation puts the orbital gap at 6.8 eV. Its total charge is -2. For the LUMO energy, the calculation gives 4.221 eV.

Each line ends with the Löwdin charge.
CARTESIAN COORDINATES (ANGSTROEM)
S -0.291139 0.280742 -0.139180  0.034
O 0.978500 0.971196 -0.189013  -0.439
O -0.856447 0.150456 -1.478508  -0.455
O -0.140152 -1.060028 0.442944  -0.466
O -1.147909 1.012571 0.733460  -0.427
C -0.115551 5.475984 1.030740  -0.862
O -0.235253 6.659850 1.022909  0.023
N -0.849014 4.594916 1.594870  0.193
N 0.899371 4.933428 0.439584  0.165
H -1.659719 4.949854 2.081571  0.120
H -0.640399 3.607873 1.546605  0.107
H 1.056863 3.936471 0.402499  0.105
H 1.552401 5.587415 0.032206  0.111
C -0.091856 2.704777 -5.277010  -0.766
O 0.052099 3.293241 -6.339683  -0.007
N 0.788148 2.815518 -4.286625  0.162
N -1.077311 1.924116 -4.903676  0.167
H 1.553397 3.457674 -4.435369  0.112
H 0.628977 2.204076 -3.498652  0.106
H -1.774414 1.665102 -5.587102  0.112
H -1.064606 1.471017 -4.001095  0.091
C -4.375310 -3.077423 1.043468  -0.890
O -5.366555 -3.592766 1.460455  0.029
N -4.024853 -3.131892 -0.178844  0.174
N -3.556868 -2.370730 1.687572  0.193
H -3.265713 -2.496228 -0.378220  0.113
H -4.644027 -3.485536 -0.894142  0.123
H -2.686081 -2.056684 1.283590  0.105
H -3.674339 -2.201141 2.676280  0.127
C -0.645041 -3.674842 -4.069214  -0.803
O -0.498011 -4.495534 -4.950777  0.009
N -0.980729 -2.427172 -4.225358  0.160
N -0.441271 -3.853363 -2.797185  0.168
H -1.124684 -2.067438 -5.158090  0.110
H -0.885593 -1.723034 -3.507544  0.093
H -0.195423 -4.782403 -2.486449  0.114
H -0.553737 -3.112250 -2.120289  0.110
C -0.779583 -0.323834 5.186024  -0.824
O -0.663331 -0.493587 6.372209  0.011
N -0.335693 -1.198989 4.325025  0.167
N -1.272479 0.697370 4.561811  0.180
H -0.380485 -1.090265 3.321899  0.099
H 0.040528 -2.026631 4.764991  0.111
H -1.379755 0.612185 3.561139  0.102
H -1.677676 1.451990 5.097028  0.117
C -5.314311 0.512951 -2.912424  -0.113
C -5.098475 1.967102 -2.979479  -0.374
O -4.055208 2.352854 -2.116230  -0.045
H -6.182011 0.176805 -3.480053  0.075
H -5.448344 0.168238 -1.887094  0.081
H -4.361769 0.062168 -3.190926  0.075
H -5.980993 2.482723 -2.600815  0.109
H -5.002257 2.159093 -4.048115  0.103
H -3.318448 1.806266 -2.399118  0.066
C -0.285742 -5.773114 3.141371  -0.094
C 0.217284 -5.638455 1.697588  -0.294
O 1.198632 -4.574252 1.585257  -0.094
H -0.726269 -6.766864 3.222041  0.056
H -1.160219 -5.171252 3.388696  0.066
H 0.534423 -5.696363 3.855177  0.070
H -0.638740 -5.341361 1.091743  0.102
H 0.655185 -6.536220 1.261279  0.101
H 0.703014 -3.777453 1.382600  0.063
C 6.616093 2.043791 -1.790924  -0.107
C 5.164327 2.280354 -1.713294  -0.365
O 4.573486 1.009620 -1.545237  -0.070
H 7.158430 2.981383 -1.912987  0.070
H 6.797974 1.413378 -2.661320  0.078
H 6.904209 1.553643 -0.860960  0.078
H 4.784117 2.682935 -2.652156  0.106
H 4.849626 2.926934 -0.894150  0.115
H 3.717235 1.209758 -1.160017  0.071
C 4.780722 1.023232 4.989278  -0.085
C 4.442976 0.964028 3.456242  -0.314
O 3.363955 1.833405 3.263261  -0.077
H 3.897210 0.706484 5.543493  0.065
H 4.958225 1.992088 5.456083  0.058
H 5.622083 0.405875 5.304061  0.055
H 4.158289 -0.049903 3.175176  0.111
H 5.273354 1.278652 2.824123  0.096
H 3.002659 1.615425 2.400976  0.081

Forces on the atoms, in the same order (eV/Å):
S 0.72 -1.24 0.21
O 2.68 1.11 -0.53
O -0.95 -0.13 -2.42
O 0.26 -2.15 0.49
O -2.88 2.32 2.27
C 1.29 0.15 -0.61
O -1.35 4.19 0.48
N -3.97 -2.27 2.87
N 4.29 -1.48 -2.56
H 0.10 -0.55 -0.11
H -0.45 -0.07 -0.02
H 0.09 0.12 -0.21
H -0.09 -0.51 -0.01
C 1.54 1.36 -0.52
O -0.55 0.02 -0.78
N 1.30 0.33 0.92
N -3.06 -1.94 -0.40
H -0.12 -0.47 0.50
H 0.91 0.54 0.45
H 0.18 0.04 0.31
H -0.20 -0.08 -0.08
C -2.62 -1.31 0.10
O -3.28 -1.75 1.89
N 1.76 -0.49 -6.29
N 4.39 3.77 5.27
H -0.25 -0.31 -1.23
H 0.32 0.19 0.27
H 0.06 0.28 0.23
H -0.04 -0.15 -0.30
C 0.59 -0.36 -0.63
O -0.14 -1.08 -0.96
N -1.57 4.47 -2.55
N 0.90 -2.54 3.98
H 0.14 -0.21 0.19
H 0.01 -0.09 0.14
H 0.02 0.38 0.10
H 0.13 -0.22 0.05
C 0.68 -0.59 0.37
O -0.18 0.14 2.69
N 1.43 -3.55 -1.55
N -2.05 3.61 -0.92
H 0.26 -0.17 -0.03
H 0.05 0.06 -0.63
H -0.17 0.76 -0.02
H 0.07 -0.18 -0.44
C 0.13 -1.44 0.97
C -1.11 0.57 0.65
O -0.01 0.18 -0.95
H 0.27 -0.13 -0.36
H -0.19 0.16 0.18
H -0.19 -0.55 -0.56
H -0.10 0.25 -0.22
H 0.54 0.91 -0.14
H 0.75 0.01 0.57
C -0.17 -1.22 -0.53
C -0.03 1.79 0.28
O -0.46 -0.92 0.07
H 0.21 -0.44 0.19
H 0.50 0.73 -0.08
H -0.17 0.19 0.03
H -0.11 -0.32 -0.28
H 0.06 -0.07 0.36
H 0.15 0.47 -0.11
C 0.74 0.35 0.06
C -1.03 -0.24 -0.40
O -0.33 -0.01 0.38
H 0.17 0.00 0.03
H 0.25 -0.15 0.18
H 0.36 -0.10 -0.18
H 0.02 0.50 -0.14
H 0.25 0.28 0.08
H -0.64 -0.71 0.05
C -0.42 -0.30 -0.27
C 0.54 0.32 1.68
O -0.38 0.29 -0.22
H -0.09 -0.44 -0.15
H 0.19 0.49 -0.83
H 0.00 -0.27 -0.31
H 0.14 -0.20 0.13
H 0.39 -0.08 0.07
H -0.49 0.13 -0.20

---

[2]
Here is a molecular structure, C4H5LiNiO2 from OMol25. Energies are from ωB97M-V/def2-TZVPD.

As for the expectation value of S²: 3.7864. The calculation puts the orbital gap (alpha / beta) at 7.4 / 4.0 eV. Its total charge is +3. For the LUMO energy (alpha / beta), the calculation gives -13.404 / -16.944 eV. The spin multiplicity is 4.

Each line ends with the Löwdin charge.
CARTESIAN COORDINATES (ANGSTROEM)
H -0.984983 1.795398 -0.573913  0.214
C -1.429879 0.895277 -0.110071  -0.126
C -0.877033 -0.402880 -0.465898  0.091
O -2.306927 1.019429 0.744070  0.182
Li -3.473472 2.283147 1.425495  0.931
H -0.482573 -0.431128 -1.488638  0.132
H -1.550488 -1.243017 -0.272509  0.137
C 0.820480 -0.989694 0.608127  0.085
C 1.978140 -0.381479 0.189861  0.028
O 2.642656 -0.078182 -0.751375  0.140
Ni 4.239317 0.392195 -1.380767  0.877
H 0.840149 -2.070072 0.415840  0.165
H 0.584612 -0.788997 1.659774  0.142

Forces on the atoms, in the same order (eV/Å):
H -0.16 0.34 0.01
C 1.49 -2.23 -0.66
C -0.06 0.13 -0.69
O -0.04 0.51 0.18
Li -1.15 0.69 0.70
H 0.12 0.23 0.39
H 0.29 0.11 0.41
C -0.71 0.75 1.50
C 0.78 -0.80 -3.98
O -2.98 -0.45 3.77
Ni 2.60 0.68 -1.17
H 0.11 0.01 -0.21
H -0.30 0.02 -0.24

---

[3]
Here is 2 unconnected molecules or ions with the total composition C3H5NO from OMol25. Energies are from ωB97M-V/def2-TZVPD.

The calculation puts the orbital gap at 9.7 eV. For the LUMO energy, the calculation gives 0.498 eV.

Each line ends with the Löwdin charge.
CARTESIAN COORDINATES (ANGSTROEM)
C -0.810433 1.529356 -0.053866  -0.343
C -0.958439 0.260044 0.515876  -0.075
C 0.539686 -0.964565 -0.415787  -0.106
N -0.666378 2.580301 -0.496001  0.133
O 1.675019 -0.250943 -0.565873  -0.034
H -0.674286 0.196020 1.556899  0.069
H -1.854845 -0.279173 0.253537  0.069
H 0.074079 -1.165627 -1.368447  0.091
H 0.549023 -1.779796 0.297336  0.085
H 2.126574 -0.125617 0.276325  0.110

Forces on the atoms, in the same order (eV/Å):
C -0.02 0.77 -0.20
C 2.32 -3.00 -1.11
C -2.23 2.05 1.47
N 0.10 0.24 -0.20
O 0.24 0.03 -0.10
H -0.14 0.05 0.13
H -0.26 0.08 0.09
H -0.01 -0.06 -0.05
H 0.05 -0.09 -0.01
H -0.07 -0.06 -0.04

---

[4]
Here is a molecular structure, C31H23CrF6NO8S3 from OMol25. Energies are from ωB97M-V/def2-TZVPD.

As for the expectation value of S²: 6.0886. The calculation puts the orbital gap (alpha / beta) at 4.4 / 7.6 eV. Its total charge is -2. For the LUMO energy (alpha / beta), the calculation gives 4.109 / 4.104 eV. The spin multiplicity is 5.

Each line ends with the Löwdin charge.
CARTESIAN COORDINATES (ANGSTROEM)
Cr -0.113444 -0.394315 -0.312477  0.896
S 1.135893 -1.330636 4.414065  1.070
C -0.520752 -1.843093 4.437861  -0.479
C -1.300467 -2.255111 5.516124  -0.120
C -2.618961 -2.592121 5.268413  -0.118
C -3.151296 -2.521646 3.974142  -0.078
C -2.382013 -2.116598 2.900650  0.020
C -1.052169 -1.778978 3.145614  -0.266
N -0.154958 -1.356486 2.174953  0.105
C 0.994303 -1.083864 2.680345  -0.502
C 2.068325 -0.492653 1.871641  -0.233
C 3.317291 -0.231748 2.438219  -0.075
C 4.268985 0.456789 1.711426  -0.102
C 3.949410 0.890743 0.428529  -0.081
C 2.708885 0.616076 -0.125020  -0.104
C 1.736589 -0.107256 0.570447  -0.097
H -0.888745 -2.302957 6.516504  0.092
H -3.249713 -2.909662 6.090381  0.087
H -4.188708 -2.782687 3.807026  0.099
H -2.775873 -2.050884 1.894191  0.084
H 3.534968 -0.543067 3.454520  0.077
H 5.238891 0.671789 2.144397  0.087
H 4.678519 1.450535 -0.148194  0.096
H 2.477943 0.960881 -1.123473  0.098
O -3.272260 -2.566862 -0.062752  -0.305
S -2.251010 -2.578905 -1.076395  0.511
O -2.210432 -3.755545 -1.914627  -0.323
O -0.880396 -2.289218 -0.534247  -0.396
C -2.608833 -1.193504 -2.190286  -0.204
C -2.656354 -1.520872 -3.540850  -0.082
C -2.858276 -0.552811 -4.511553  -0.086
C -3.005731 0.769254 -4.141202  -0.080
C -2.993008 1.108408 -2.798106  -0.052
C -2.820356 0.142791 -1.813946  -0.218
S -3.062788 0.737832 -0.129303  0.489
O -2.917240 2.170235 -0.153989  -0.302
O -4.370122 0.250178 0.235194  -0.302
O -1.973349 0.044047 0.629563  -0.416
H -2.517555 -2.557061 -3.814843  0.102
H -2.870992 -0.835323 -5.557426  0.098
H -3.131557 1.539919 -4.893207  0.096
H -3.111973 2.133224 -2.475627  0.109
C 0.576499 -2.818678 -3.145072  0.016
C 1.398759 -1.562562 -2.830124  -0.437
O 0.810560 -0.635949 -2.037479  -0.192
C 1.674307 -0.833646 -4.172307  -0.540
F 2.412510 -1.570376 -5.048214  0.114
F 0.517443 -0.556937 -4.798946  0.145
F 2.325450 0.329062 -4.023720  0.146
C 2.755713 -2.067955 -2.263493  -0.539
F 2.598888 -2.547580 -1.024231  0.164
F 3.275492 -3.087089 -3.000571  0.113
F 3.715321 -1.127915 -2.223148  0.145
H -0.441081 -2.525077 -3.359818  0.054
H 0.547763 -3.480967 -2.283825  0.092
H 0.984447 -3.357440 -4.001526  0.094
C 0.889186 3.472261 -1.560501  -0.032
C 0.428807 2.643350 -0.397262  -0.397
O -0.081287 1.493641 -0.703243  -0.182
C 0.566585 3.102472 0.934175  -0.164
C 0.001081 2.391305 2.028778  -0.015
C 0.184581 2.817617 3.323408  -0.100
C 0.925751 3.968737 3.612677  -0.138
C 1.463479 4.696018 2.551746  -0.138
C 1.287321 4.287278 1.245478  -0.055
H 0.606369 2.960471 -2.478646  0.081
H 1.977189 3.610419 -1.571436  0.073
H 0.436448 4.468191 -1.548037  0.074
H -0.610580 1.526317 1.823794  0.088
H -0.263758 2.248636 4.130923  0.095
H 1.070143 4.292541 4.635619  0.074
H 2.036141 5.596481 2.752266  0.082
H 1.729803 4.868535 0.446054  0.086

Forces on the atoms, in the same order (eV/Å):
Cr 0.73 0.12 -0.28
S -0.02 -0.04 0.02
C -0.11 -0.07 0.19
C 0.01 0.01 -0.05
C -0.02 0.00 -0.02
C 0.02 0.00 0.03
C -0.04 -0.01 0.12
C 0.09 0.00 -0.30
N -0.02 0.09 0.18
C 0.20 0.13 -0.26
C -0.15 -0.09 0.26
C 0.04 0.07 -0.05
C -0.04 -0.02 0.00
C 0.04 0.04 -0.07
C 0.01 -0.09 0.10
C -0.06 0.07 0.05
H -0.01 0.00 0.01
H 0.00 0.00 0.01
H -0.01 0.00 0.01
H 0.01 0.01 0.04
H -0.01 -0.02 0.02
H 0.00 0.00 -0.01
H 0.00 0.00 0.01
H 0.03 -0.01 -0.04
O -0.06 -0.18 -0.05
S 0.25 0.25 0.34
O -0.06 -0.07 -0.10
O -0.52 0.05 -0.21
C -0.06 0.00 -0.04
C 0.01 0.01 -0.01
C 0.04 -0.12 -0.05
C 0.00 0.14 0.04
C 0.04 -0.05 -0.03
C -0.13 0.10 -0.07
S 0.24 -0.68 0.27
O -0.01 0.12 -0.09
O -0.05 0.08 0.13
O -0.20 0.21 -0.27
H -0.04 0.00 -0.01
H 0.00 -0.02 0.00
H 0.00 0.00 0.02
H -0.01 0.02 0.01
C 0.02 -0.09 -0.01
C 0.00 -0.01 -0.08
O -0.05 -0.07 0.25
C 0.02 0.01 -0.05
F -0.04 0.03 0.02
F 0.03 -0.01 0.00
F -0.03 -0.01 0.00
C 0.01 -0.01 0.00
F 0.01 0.05 -0.02
F 0.02 -0.02 0.03
F 0.00 0.00 0.04
H 0.02 0.05 -0.04
H -0.01 0.05 0.03
H 0.02 0.00 0.02
C 0.07 0.09 -0.06
C 0.10 -0.21 -0.04
O -0.39 0.06 0.02
C -0.03 0.10 0.15
C 0.08 0.02 -0.13
C 0.01 0.02 0.07
C -0.02 -0.04 -0.04
C 0.02 0.05 0.03
C -0.01 -0.05 -0.05
H -0.02 -0.01 0.00
H 0.04 -0.01 0.03
H 0.00 0.04 -0.02
H -0.03 -0.10 -0.02
H 0.00 -0.01 0.01
H 0.00 0.01 0.03
H 0.00 0.00 0.00
H 0.01 0.01 -0.01

---

no.,E_tot (eV)
1,-66552.96328
2,-49534.09061
3,-6727.22938
4,-127627.83961